1.
Formula: C21H27N4O2SbSe4SiY
Source: OMol25
Level of theory: the ωB97M-V functional and the def2-TZVPD basis

Last column: natural (NBO) charge in e.
CARTESIAN COORDINATES (ANGSTROEM)
Y: -0.764 -0.104 -0.882  1.661
O: 2.273 5.859 0.215  -0.750
C: 2.738 4.964 -0.765  -0.119
C: 1.672 4.023 -1.263  0.086
C: 1.929 3.117 -2.286  -0.223
C: 0.967 2.190 -2.633  0.065
N: -0.219 2.100 -2.018  -0.557
C: -0.469 3.002 -1.051  0.174
C: 0.424 3.975 -0.657  -0.224
C: -1.776 2.913 -0.336  0.224
C: -2.584 4.043 -0.287  -0.220
C: -3.752 4.012 0.457  0.008
C: -4.638 5.225 0.584  -0.083
O: -4.296 6.008 1.716  -0.698
C: -4.059 2.834 1.130  -0.257
C: -3.225 1.741 0.988  0.066
N: -2.113 1.760 0.249  -0.488
H: 2.332 5.357 1.052  0.507
H: 3.545 4.320 -0.389  0.243
H: 3.138 5.541 -1.604  0.182
H: 2.897 3.089 -2.768  0.240
H: 1.166 1.458 -3.406  0.203
H: 0.199 4.648 0.157  0.260
H: -2.274 4.939 -0.809  0.235
H: -5.689 4.914 0.616  0.165
H: -4.509 5.879 -0.277  0.191
H: -4.319 5.449 2.500  0.469
H: -4.947 2.750 1.743  0.218
H: -3.439 0.812 1.496  0.208
C: -4.194 -1.688 0.831  -0.636
C: -3.132 -2.594 0.282  0.255
C: -3.247 -3.957 0.408  -0.334
C: -2.200 -4.758 -0.069  -0.128
C: -1.124 -4.192 -0.682  -0.309
C: -1.066 -2.780 -0.843  0.440
N: -2.063 -2.010 -0.291  -0.654
N: -0.105 -2.113 -1.506  -1.192
Si: 1.578 -2.627 -1.676  1.830
C: 1.709 -4.209 -2.701  -1.132
C: 2.400 -1.278 -2.671  -1.146
C: 2.381 -2.936 -0.028  -1.161
H: -5.135 -2.223 0.949  0.219
H: -4.357 -0.835 0.172  0.213
H: -3.899 -1.314 1.814  0.223
H: -4.119 -4.388 0.879  0.209
H: -2.253 -5.835 0.039  0.209
H: -0.321 -4.793 -1.079  0.224
H: 1.041 -4.200 -3.565  0.227
H: 1.509 -5.111 -2.121  0.219
H: 2.734 -4.290 -3.071  0.232
H: 1.663 -0.775 -3.306  0.210
H: 3.162 -1.692 -3.334  0.234
H: 2.878 -0.531 -2.030  0.289
H: 2.684 -3.981 0.071  0.224
H: 1.724 -2.684 0.807  0.268
H: 3.266 -2.309 0.104  0.278
Se: 2.128 3.377 2.571  -0.860
Sb: 3.149 1.300 1.766  1.134
Se: 1.017 0.342 0.521  -0.778
Se: 3.535 -0.467 3.348  -0.752
Se: 4.548 1.374 -0.226  -0.838

Results
HOMO-LUMO gap   0.199 Eh
ΔE to the lowest compared entry with this formula, charge and spin   128.4 kJ/mol
Net charge   -1
Multiplicity   1
LUMO energy   1.56 eV

***

2.
Formula: C27H24BrCl2FeN3O2PS
Source: OMol25
Level of theory: the ωB97M-V functional and the def2-TZVPD basis

Last column: natural (NBO) charge in e.
CARTESIAN COORDINATES (ANGSTROEM)
Fe: -0.020 0.591 0.132  1.301
O: 0.374 -2.338 6.380  -0.664
C: 0.078 -1.618 5.260  0.409
C: 1.113 -1.251 4.410  -0.468
C: 1.232 -0.436 3.290  -0.128
N: -1.445 -0.184 2.942  -0.780
C: -1.853 -0.675 4.059  0.246
Br: -3.795 -0.647 4.129  -0.011
C: -1.287 -1.317 5.159  -0.492
H: 1.312 -2.557 6.396  0.477
H: 2.104 -1.592 4.709  0.236
H: 1.334 1.034 1.869  -0.005
H: -1.920 -1.640 5.967  0.248
S: 4.138 -0.818 0.350  0.436
C: 4.302 0.892 0.072  -0.246
C: 5.431 1.696 0.186  -0.203
C: 5.291 3.044 -0.081  -0.206
C: 4.054 3.582 -0.458  -0.202
C: 2.935 2.785 -0.581  -0.219
C: 3.068 1.423 -0.311  0.185
N: 2.053 0.480 -0.399  -0.564
C: 2.463 -0.717 -0.055  0.129
C: 1.497 -1.816 -0.049  -0.185
C: 1.858 -3.159 -0.089  -0.171
C: 0.867 -4.115 -0.241  -0.228
C: -0.458 -3.715 -0.379  -0.197
C: -0.806 -2.368 -0.325  -0.164
C: 0.160 -1.392 -0.124  -0.313
H: 6.386 1.282 0.480  0.223
H: 6.151 3.695 0.008  0.219
H: 3.975 4.643 -0.652  0.222
H: 1.964 3.181 -0.847  0.257
H: 2.899 -3.456 -0.024  0.210
H: 1.125 -5.165 -0.271  0.215
H: -1.227 -4.462 -0.532  0.213
H: -1.847 -2.086 -0.431  0.204
Cl: -0.086 5.503 0.682  -0.003
C: -0.231 4.332 1.959  -0.070
C: -0.375 4.788 3.254  -0.211
C: -0.490 3.910 4.332  -0.239
C: -0.400 2.549 4.094  -0.260
C: -0.219 2.179 2.786  -0.039
Cl: 0.141 0.446 2.387  0.909
C: -0.224 2.947 1.610  0.082
N: -0.239 2.456 0.358  -0.946
H: -0.405 5.856 3.421  0.230
H: -0.627 4.286 5.335  0.224
H: -0.441 1.808 4.883  0.247
C: -1.899 3.614 -1.774  -0.991
P: -2.099 2.048 -0.901  1.895
C: -3.548 1.384 -1.825  -0.989
C: -2.954 2.267 0.696  -0.981
O: -1.103 0.929 -1.362  -1.041
H: -2.851 3.920 -2.207  0.234
H: -1.183 3.427 -2.575  0.256
H: -1.502 4.388 -1.127  0.263
H: -4.444 1.986 -1.669  0.217
H: -3.743 0.363 -1.492  0.236
H: -3.321 1.353 -2.892  0.234
H: -2.863 3.320 0.966  0.253
H: -2.518 1.676 1.502  0.264
H: -4.001 1.994 0.594  0.241

Results
HOMO-LUMO gap (alpha / beta)   0.226 / 0.212 Eh
ΔE to the lowest compared entry with this formula, charge and spin   1383.9 kJ/mol
Net charge   0
Multiplicity   6
LUMO energy (alpha / beta)   -0.52 / -1.89 eV